[1]
The following is a quantum chemistry calculation of a molecular structure, C13H17BrOV at a distorted geometry, from OMol25.

Calculated values
frontier orbital gap (spin up / spin down) = 0.1043 / 0.1222 hartree
<S²> = 3.783

```
! RIJCOSX wB97M-V def2-TZVPD def2/J DEFGRID3
* xyz -2 4
C -1.487 -0.628 -1.851
C -1.493 -1.095 -0.503
C -1.107 -0.016 0.386
H -1.585 -2.175 -0.312
C -1.039 1.171 -0.432
C -1.258 0.803 -1.785
H -1.426 1.553 -2.556
H -1.596 -1.235 -2.763
H -1.294 0.080 1.447
H -0.879 2.190 -0.105
V 0.635 -0.407 -2.047
Br 2.147 -2.088 -1.072
C 2.090 0.430 -3.255
C 0.874 1.189 -3.375
C -0.132 0.304 -3.931
H 0.800 2.280 -3.322
C 0.431 -0.988 -4.069
C 1.817 -0.887 -3.763
H 2.557 -1.574 -4.121
H 3.066 0.843 -3.052
H -1.091 0.598 -4.361
H -0.077 -1.849 -4.512
C 2.298 0.887 1.049
C 1.653 -0.309 1.661
C 1.012 0.001 3.014
O 0.683 -0.844 0.839
H 1.514 1.642 0.882
H 2.855 0.647 0.154
H 2.972 1.337 1.796
H 2.480 -1.034 1.809
H 0.169 0.670 2.839
H 0.707 -0.914 3.511
H 1.695 0.588 3.616
*
```

[2]
The following is a quantum chemistry calculation of a single C4H5NO molecule, from OMol25.

Calculated values
frontier orbital gap = 0.3354 hartree

```
! RIJCOSX wB97M-V def2-TZVPD def2/J DEFGRID3
* xyz 0 1
O 1.801 -1.057 -0.386
C 0.893 1.038 0.599
C 0.788 -0.494 0.428
C -0.603 -0.771 -0.089
C -1.217 0.398 -0.212
N -0.321 1.428 0.235
H 1.506 -0.948 -1.299
H 0.936 -0.920 1.431
H -0.986 -1.749 -0.339
H -2.208 0.643 -0.574
H -0.599 2.401 0.212
*
```

[3]
The following is a quantum chemistry calculation of a single CH2OS molecule at a distorted geometry, from OMol25.

Calculated values
frontier orbital gap = 0.3795 hartree

```
! RIJCOSX wB97M-V def2-TZVPD def2/J DEFGRID3
* xyz 0 1
C -0.426 -0.122 0.009
O -3.011 0.588 -0.002
S -1.985 -0.444 -0.005
H -0.174 0.995 0.051
H 0.186 -0.912 0.027
*
```

E values, unit a.u., following the record order: -4098.604086, -285.309777, -512.663488.
Energy above the lowest of the compared OMol25 structures with the same formula, charge and spin values, unit kcal per mole, following the record order: 81.6, 65.8, 32.0.